[1]
{"formula": "C3H9NO2", "method": "wB97M-V/def2-TZVPD", "de_lowest_ev": 3.2667, "molar_mass_g_mol": 91.1, "e_homo_ev": -9.15, "orbital_gap_ha": 0.339, "total_energy_ha": -324.8526, "symbols": ["C", "N", "C", "C", "O", "H", "H", "H", "H", "H", "H", "H", "O", "H", "H"], "xyz": [[0.243, -0.387, 1.902], [0.279, -0.343, 0.399], [1.363, -0.141, -0.322], [0.946, 0.198, -1.796], [2.529, -0.294, 0.096], [1.161, -0.984, 2.455], [-0.112, 0.660, 2.252], [-0.589, -1.040, 2.239], [-0.665, -0.096, 0.070], [-0.212, -0.228, -2.004], [1.967, -0.413, -2.349], [1.085, 1.502, -1.986], [-2.326, 0.341, -0.337], [-3.160, -0.159, -0.261], [-2.510, 1.383, -0.358]]}

***

[2]
{"formula": "C2HHgO3", "method": "wB97M-V/def2-TZVPD", "de_lowest_ev": 0.0000, "multiplicity": 3, "molar_mass_g_mol": 273.6, "e_homo_ev": [-13.55, -17.45], "orbital_gap_ha": [0.342, 0.346], "total_charge": 1, "total_energy_ha": -455.5859, "symbols": ["H", "O", "O", "O", "C", "C", "Hg"], "xyz": [[-3.332, 0.383, 0.115], [-1.802, -0.973, -0.051], [2.587, 1.967, -0.040], [2.035, -0.270, 0.026], [-2.265, 0.116, -0.083], [2.434, 0.825, 0.003], [0.343, -2.048, 0.030]]}

***

[3]
{"formula": "C6H12O", "method": "wB97M-V/def2-TZVPD", "de_lowest_ev": 1.7868, "molar_mass_g_mol": 100.2, "e_homo_ev": -8.71, "orbital_gap_ha": 0.356, "total_energy_ha": -310.9936, "symbols": ["C", "C", "C", "C", "H", "H", "H", "H", "H", "H", "H", "H", "C", "C", "O", "H", "H", "H", "H"], "xyz": [[-1.395, 0.489, -1.159], [-0.937, -0.896, -0.809], [0.256, -1.454, -1.045], [1.539, -0.774, -1.439], [-1.785, 1.050, -0.301], [-0.614, 1.083, -1.642], [-2.218, 0.376, -1.875], [-1.699, -1.525, -0.347], [0.343, -2.526, -0.864], [1.453, 0.316, -1.482], [1.931, -1.126, -2.400], [2.299, -1.013, -0.683], [-0.143, 1.671, 2.566], [0.301, 0.786, 1.681], [0.165, -0.546, 1.904], [0.054, 2.731, 2.469], [-0.685, 1.304, 3.432], [0.800, 1.073, 0.750], [0.325, -1.015, 1.073]]}

***

[4]
{"formula": "C4H12", "method": "wB97M-V/def2-TZVPD", "de_lowest_ev": 0.4324, "molar_mass_g_mol": 60.1, "e_homo_ev": -11.39, "orbital_gap_ha": 0.460, "total_energy_ha": -159.5691, "symbols": ["C", "C", "H", "H", "H", "H", "H", "H", "C", "C", "H", "H", "H", "H", "H", "H"], "xyz": [[0.372, -1.931, 0.106], [0.706, -2.747, 1.340], [-0.175, -1.013, 0.283], [1.167, -1.914, -0.646], [-0.308, -2.498, -0.558], [-0.173, -3.267, 1.725], [1.207, -2.209, 2.146], [1.398, -3.549, 1.092], [-0.454, 1.762, -0.282], [-0.593, 3.049, -1.105], [-0.414, 1.930, 0.790], [-1.265, 1.069, -0.461], [0.411, 1.143, -0.534], [-0.783, 3.876, -0.422], [-1.410, 2.987, -1.821], [0.313, 3.311, -1.652]]}

***

Copy entry 1 word for word.
{"formula": "C3H9NO2", "method": "wB97M-V/def2-TZVPD", "de_lowest_ev": 3.2667, "molar_mass_g_mol": 91.1, "e_homo_ev": -9.15, "orbital_gap_ha": 0.339, "total_energy_ha": -324.8526, "symbols": ["C", "N", "C", "C", "O", "H", "H", "H", "H", "H", "H", "H", "O", "H", "H"], "xyz": [[0.243, -0.387, 1.902], [0.279, -0.343, 0.399], [1.363, -0.141, -0.322], [0.946, 0.198, -1.796], [2.529, -0.294, 0.096], [1.161, -0.984, 2.455], [-0.112, 0.660, 2.252], [-0.589, -1.040, 2.239], [-0.665, -0.096, 0.070], [-0.212, -0.228, -2.004], [1.967, -0.413, -2.349], [1.085, 1.502, -1.986], [-2.326, 0.341, -0.337], [-3.160, -0.159, -0.261], [-2.510, 1.383, -0.358]]}